#P
Here is C3H7PS3 as an isolated structure from the OMol25 dataset. Energies are from ωB97M-V/def2-TZVPD.

ORCA input file:
```
! wB97M-V def2-TZVPD RIJCOSX def2/J DEFGRID3
* xyz 0 1
S -2.14821 -1.24228 -0.32173
P -3.75321 0.29532 -0.37554
S 2.87747 -0.71138 -0.39426
H 2.14741 1.18219 0.88536
H -3.38289 0.51358 0.95003
H 0.29889 0.77710 -0.43885
H 1.87033 -0.30183 1.92266
C 0.59753 -0.04053 0.01470
H -2.63451 1.02893 -1.01219
H 0.89972 -2.20267 -0.64186
C 1.85264 0.20950 0.84173
C 1.18836 -1.07894 -0.91966
H 1.06409 -0.95710 -1.95860
S -0.80134 -0.63832 1.04757
*
```

LUMO	0.113	eV
E_HOMO	-8.7094	eV
frontier orbital gap	8.822	eV

#Q
Here is a 2-piece molecular cluster, C3H7PS3 overall from the OMol25 dataset. Energies are from ωB97M-V/def2-TZVPD.

ORCA input file:
```
! wB97M-V def2-TZVPD RIJCOSX def2/J DEFGRID3
* xyz 0 1
H -2.98541 1.20320 1.10614
H -2.75762 0.31580 -0.55945
S 1.19146 1.25810 0.41382
H 0.23957 0.04368 -1.67261
H -1.89649 1.96253 -0.24622
P -0.36280 0.03143 1.43383
H 2.08384 0.33755 -1.78074
H 2.54037 -1.43622 0.09691
C 1.23176 0.08495 -1.05527
C 1.56330 -1.32244 -0.49813
C -2.38204 1.05429 0.18555
H 1.61860 -1.78717 -1.48871
S -0.45624 0.16194 3.33831
S 0.37169 -1.90765 0.72657
*
```

LUMO	-0.858	eV
E_HOMO	-8.5146	eV
frontier orbital gap	7.657	eV

Which structure is most stable? #Q, by 9.4 kcal/mol over the runner-up.

#P
Here is C15H23N3O3 as an isolated structure from the OMol25 dataset. Energies are from ωB97M-V/def2-TZVPD.

ORCA input file:
```
! wB97M-V def2-TZVPD RIJCOSX def2/J DEFGRID3
* xyz 0 1
N 1.41911 -2.29722 0.29028
H 3.75188 -1.91494 -6.75213
H 3.53071 -2.20739 -1.94422
C -3.97308 0.65087 2.16439
H -0.83377 -1.79916 2.73853
H 0.87817 -2.63318 2.65416
C -0.17571 -0.28084 0.30224
C 1.51987 -1.89767 -1.07137
H -0.35275 0.76095 -1.58551
C 3.57089 -2.00292 -5.53947
H -2.97777 2.24384 0.95906
H -3.38686 -0.20821 1.74275
H 2.50337 -0.12028 -5.27999
C 2.75812 -2.94346 -1.42611
H 3.59816 -3.09287 -5.43285
C 0.06731 -0.26897 -1.09593
O 0.42998 1.22636 2.66721
C -3.20014 1.90863 2.03084
C 0.35892 -1.62939 2.35164
H 2.41539 -3.42438 -2.37743
N -2.00736 1.70093 2.59166
C -1.72664 2.75498 3.81832
H -3.74651 2.69648 2.45019
H -1.37864 4.66490 4.48893
H 1.37759 -1.48471 -5.49505
H -3.88408 0.31018 3.49957
C -1.62404 4.36346 3.33638
H 2.91893 -3.64925 -0.74825
O 1.96872 -1.39428 -3.85610
H -0.66931 4.48259 2.80701
C 0.94631 -1.08526 -1.73974
H -5.07757 0.51232 1.86065
H -2.32691 4.67605 2.89034
C 0.65894 -1.51675 1.04779
C -0.73979 1.16609 2.16051
H 4.42273 -1.71194 -5.16921
O 0.62783 0.19581 -3.89507
H 0.68196 -0.99549 2.97551
C 2.28413 -1.14723 -5.02244
H -2.53167 2.46243 4.48681
C 1.22383 -0.66713 -3.24933
H -0.86527 2.30914 4.15012
H -1.56335 0.82299 0.28971
N -0.87161 0.46393 0.92565
*
```

LUMO	0.578	eV
E_HOMO	-7.6295	eV
frontier orbital gap	8.207	eV

#Q
Here is one molecule with the formula C15H23N3O3 from the OMol25 dataset. Energies are from ωB97M-V/def2-TZVPD.

ORCA input file:
```
! wB97M-V def2-TZVPD RIJCOSX def2/J DEFGRID3
* xyz 0 1
C -0.06077 0.99771 1.51891
O -1.18705 3.49613 -1.74771
H -3.92667 -3.48449 1.24908
H 3.92388 0.49994 0.73648
H -4.79567 -1.14333 1.68614
H 2.05642 -1.18256 1.98953
C -0.43831 2.67117 -1.34388
C -1.80109 0.62461 -1.59255
H 1.58810 -3.35636 -1.86551
C 4.14600 -1.55830 -0.18864
C -3.37113 -0.33247 0.08423
H -2.25153 -4.01883 0.08109
N 2.12217 1.88799 2.22873
C -0.67622 1.30266 -0.85528
H 2.27717 1.41164 3.13034
H -2.74386 1.30613 -1.84386
C 3.27125 -0.34622 0.32232
H 5.05004 -1.06621 -0.68392
N 2.11501 -2.88728 -1.16603
H 1.29945 -0.99008 0.31671
H 2.27394 -3.50200 -0.39840
H 1.10737 3.89803 -1.32432
O -0.56887 0.84697 2.64295
N -0.88614 1.44458 0.50025
H -3.60363 0.79133 0.19278
C -3.52838 -2.60381 0.69665
C 1.93958 -0.51195 1.12449
H 3.11721 0.24531 -0.60298
H 3.39406 -1.71992 -2.33402
C -1.71156 -1.92373 -0.69001
H 1.59715 1.41580 0.29766
C -2.26301 -0.63394 -0.70652
C -2.35108 -2.97621 -0.05958
H 3.02335 2.22344 1.82589
C 3.45760 -2.38469 -1.39639
H 4.24444 -3.26316 -1.42514
H -1.34837 0.37760 -2.49372
H 0.34052 0.67480 -1.15074
H -1.86531 1.51483 0.79665
C -3.98449 -1.27806 0.91913
C 1.46674 0.93537 1.30155
H 4.47495 -2.23879 0.64376
H -0.79784 -2.07296 -1.38494
O 0.94803 2.99066 -1.29345
*
```

LUMO	0.592	eV
structure (SMILES)	NCCCC[C@H](N)C(=O)N[C@@H](Cc1ccccc1)C(=O)O
E_HOMO	-9.1161	eV
frontier orbital gap	9.709	eV

Which structure is most stable? #Q, by 225.0 kcal/mol over the runner-up.

#P
Here is a 2-piece molecular cluster, C7H16OSi overall from the OMol25 dataset. Energies are from ωB97M-V/def2-TZVPD.

ORCA input file:
```
! wB97M-V def2-TZVPD RIJCOSX def2/J DEFGRID3
* xyz 0 1
C 0.69346 1.34253 -1.88485
C -2.94684 0.29992 -1.31782
H -2.83411 -1.22661 0.29110
H 1.38767 1.74357 -2.63975
H -3.95157 0.37923 -1.42369
Si -0.50701 -0.39934 -0.02790
H 2.62462 -1.12973 -0.29587
H 1.05480 1.29732 3.36987
H 0.56652 2.27836 -1.28550
H 0.84274 -0.60929 -2.16699
O -0.04700 -1.70876 0.76522
C -0.54328 -2.78099 1.46664
H 2.28155 0.76927 0.01509
C 2.30512 -0.05056 -0.66800
H 0.24553 -3.45688 1.86504
H 3.18573 0.14636 -1.28360
H -2.40877 1.00131 -1.98450
C 0.89888 -0.03556 -1.26761
H 1.56207 2.41103 2.31056
C -2.35165 -0.51193 -0.44322
H -1.33914 -3.40606 0.88765
H -0.14831 2.79984 2.69343
C 0.83566 2.27689 2.98200
H -1.06707 -2.50644 2.32900
H -0.33959 1.07652 -2.28630
*
```

LUMO (alpha / beta)	-0.079 / 0.172	eV
E_HOMO (alpha / beta)	-8.9261 / -6.5131	eV
frontier orbital gap (alpha / beta)	8.847 / 6.685	eV

#Q
Here is a 2-piece molecular cluster, C7H16OSi overall from the OMol25 dataset. Energies are from ωB97M-V/def2-TZVPD.

ORCA input file:
```
! wB97M-V def2-TZVPD RIJCOSX def2/J DEFGRID3
* xyz 0 1
H 1.20337 3.62166 -0.18160
H 0.29679 1.50397 2.06941
H -1.79429 -0.64673 -3.18594
H 0.17572 2.72779 -1.54562
H 1.85966 1.32580 -0.48045
Si -0.09599 0.02925 -0.82787
H 1.79987 -1.60227 -0.36861
H 1.84304 2.16684 1.60647
H 0.28779 -2.10492 0.65923
H -2.37761 -2.93704 1.67091
H -1.86182 1.06481 -3.32745
H -0.61100 3.19654 0.05683
C -0.97220 -2.86583 3.32365
H -0.59305 0.10577 -4.42614
H 0.39331 -2.27157 -1.15002
H -1.39183 -3.38209 4.11953
C 0.38604 2.91969 -0.43217
H 1.50342 0.50086 1.64856
H 0.05617 -2.39390 3.45715
C -1.45138 -2.56113 2.16270
C 1.04475 1.43606 1.38075
C 0.84376 1.46545 -0.09969
C 0.69011 -1.66130 -0.26124
O -0.06874 0.18544 -2.45640
C -1.16588 0.17684 -3.41196
*
```

LUMO (alpha / beta)	-0.160 / -0.288	eV
E_HOMO (alpha / beta)	-9.2638 / -6.7905	eV
frontier orbital gap (alpha / beta)	9.104 / 6.502	eV

Which structure is most stable? #Q, by 9.3 kcal/mol over the runner-up.

#P
Here is a 5-piece molecular cluster, CH14NO4 overall from the OMol25 dataset. Energies are from ωB97M-V/def2-TZVPD.

ORCA input file:
```
! wB97M-V def2-TZVPD RIJCOSX def2/J DEFGRID3
* xyz 1 1
O 3.07792 -1.11258 -1.30646
H 0.48246 0.80568 0.61298
O -1.49493 2.48755 -1.62027
O -0.69915 0.03903 1.61228
H -2.03405 -2.98987 3.28897
C 0.23475 0.17879 -1.53878
H 3.91624 -1.29156 -0.81373
H -1.27667 0.07950 2.41508
H 1.35965 1.65400 -0.43178
O -2.13481 -2.15119 2.77587
H -0.82054 0.47588 -1.47989
H -2.02810 3.05916 -1.08355
N 1.05038 0.71418 -0.27035
H 2.63140 -1.97970 -1.05421
H 0.68360 0.65134 -2.39093
H -2.77967 -2.16860 2.01905
H -0.90882 3.16025 -2.13834
H -0.25556 -0.86968 1.86292
H 0.24804 -0.94532 -1.35013
H 2.02859 0.18445 -0.02274
*
```

LUMO	-3.148	eV
E_HOMO	-14.7983	eV
frontier orbital gap	11.651	eV

#Q
Here is a 5-piece molecular cluster, CH14NO4 overall from the OMol25 dataset. Energies are from ωB97M-V/def2-TZVPD.

ORCA input file:
```
! wB97M-V def2-TZVPD RIJCOSX def2/J DEFGRID3
* xyz 1 1
H 1.04654 -1.37859 -3.20160
H 0.20125 0.79891 0.00240
H 1.95958 -0.40368 -3.09926
H -0.19887 -0.73003 0.21243
O 1.14150 -0.64414 -2.61472
H 0.35216 1.76808 5.41281
H 0.92815 -2.70408 -4.99635
O -1.24100 0.54984 2.83242
N -0.51538 0.20422 0.39467
H -0.61124 0.42506 1.52612
H -2.71823 -0.00104 0.14115
H -2.21107 1.55266 -0.40847
C -1.83465 0.49437 -0.28222
O 0.33709 2.21667 4.51573
H 1.21182 2.65767 4.51025
H -0.49969 1.00746 3.39690
H -2.06234 0.64099 3.32793
O 1.84959 -2.73119 -4.87012
H -1.64040 -0.02916 -1.15134
H 2.16050 -3.12941 -5.64878
*
```

LUMO	-2.800	eV
E_HOMO	-14.4219	eV
frontier orbital gap	11.621	eV

Which structure is most stable? #Q, by 5.8 kcal/mol over the runner-up.